[1]
21
Properties=species:S:1:pos:R:3 method="wB97M-V/def2-TZVPD" homo_energy_ev=-4.55 homo_lumo_gap_ha=0.313 e_lumo_ev=3.96 mol_weight_g_mol=125.1 fmax_ev_per_a=2.08 charge=-1 total_energy_ha=-461.17607
C 0.85813 -0.20858 -1.71808
O -0.18518 0.70834 -2.06244
C 1.94434 0.48957 -0.84389
C 1.61203 0.29259 0.63269
C 0.38128 1.10625 1.19567
O -0.76231 0.32316 1.45479
H 0.40813 -1.01805 -1.15003
H 1.17035 -0.58495 -2.70980
H -1.05726 0.42126 -1.65035
H 1.93383 1.55362 -1.15044
H 2.89503 0.10986 -1.24890
H 1.33512 -0.75110 0.83730
H 2.52146 0.53281 1.18811
H 0.10404 1.98787 0.60784
H 0.76653 1.31005 2.20768
H -1.38439 -2.29614 0.80326
H -0.48701 -1.37756 1.70214
O -0.80838 -2.31098 1.57039
H -2.55683 -0.82227 -0.17225
H -1.56243 0.38097 0.57824
O -2.42288 0.12889 -0.30316

=====

[2]
24
Properties=species:S:1:pos:R:3 method="wB97M-V/def2-TZVPD" homo_energy_ev=-21.24 homo_lumo_gap_ha=0.112 e_lumo_ev=-18.19 mol_weight_g_mol=257.0 fmax_ev_per_a=1.97 charge=+3 total_energy_ha=-725.71934
In -0.61568 -0.91044 -1.10477
O 0.89201 -2.88884 -2.54283
H 1.45379 -3.61117 -2.26196
H 0.66262 -3.10103 -3.44758
C 2.95396 0.73853 -1.14905
C 1.96627 1.79433 -0.58975
O 0.61684 1.67942 -1.02017
O 2.46551 -0.56139 -1.10005
H 3.85786 0.64615 -0.54696
H 3.10855 0.91727 -2.21312
H 2.41947 2.76159 -0.80684
H 2.00037 1.68939 0.49465
H 0.12700 2.50265 -1.08305
H 3.28335 -1.03230 -1.27610
C -3.10623 -0.57684 2.01512
C -2.23399 0.58532 2.13156
O -1.75556 1.01793 0.85881
O -2.45372 -1.59086 1.27570
H -4.04698 -0.39936 1.49397
H -3.36203 -0.86050 3.03600
H -1.39152 0.42729 2.80488
H -2.75348 1.44389 2.55711
H -1.13917 1.72854 1.05037
H -2.94926 -2.39957 1.42409